# C10H14NO2

An isolated ion of composition C10H14NO2 and charge +1 at a distorted geometry (ωB97M-V/def2-TZVPD, the OMol25 dataset).

Gap between HOMO and LUMO: 8.8 eV
Total charge: +1

CARTESIAN COORDINATES (ANGSTROEM)
C: -2.9910 0.3818 2.5196
C: -2.0626 -0.5480 1.7163
C: -0.6271 -0.3294 2.0477
O: -0.0703 -0.9398 2.9047
O: 0.0024 0.6335 1.3324
C: 1.4238 0.5262 1.3300
C: 1.8855 1.1823 0.0344
C: 1.3500 0.4303 -1.1513
C: 0.6346 1.0626 -2.1622
C: 0.1566 0.3143 -3.2238
C: 0.3752 -1.0589 -3.2626
C: 1.0950 -1.6488 -2.2511
N: 1.5698 -0.8916 -1.2347
H: -3.3254 1.2222 1.9224
H: -2.5435 0.7372 3.4412
H: -3.8868 -0.1658 2.7933
H: -2.2581 -0.4276 0.6526
H: -2.2895 -1.5741 1.9726
H: 1.8833 0.9858 2.1989
H: 1.7003 -0.5258 1.3675
H: 2.9711 1.2442 -0.0042
H: 1.4843 2.1878 0.0166
H: 0.4754 2.1242 -2.1076
H: -0.3825 0.8049 -4.0174
H: 0.0012 -1.6555 -4.0769
H: 1.3186 -2.7011 -2.2333
H: 2.1095 -1.3705 -0.5250

Forces on atoms 1 to 3 (eV/Å):
C -0.290 -0.142 -0.137
C -0.501 0.382 -0.203
C -0.589 -0.058 0.229